64
Properties=species:S:1:pos:R:3 method="wB97M-V/def2-TZVPD" e_lumo_ev=0.07 spin_multiplicity=1 orbital_gap_ev=8.9125 max_force_ev_per_a=0.8 smiles="CCCCCC(=O)Cc1cc(O)cc2c1C(=O)Oc1cc(O)c(C(=O)O)c(CCCCC)c1O2" e_homo_ev=-8.8
C -0.04955 -2.11713 -1.97231
C -0.78565 -0.88086 -2.47189
C 0.09102 -0.02135 -3.38018
C -0.54952 1.33454 -3.66983
H -0.71985 1.86569 -2.73170
H -1.52340 1.18114 -4.13941
C 0.31228 2.19186 -4.60277
C 1.68737 2.46096 -4.04316
O 2.69466 2.10881 -4.60330
C 1.73022 3.20846 -2.71458
C 2.01410 2.22412 -1.61016
C 3.17521 1.47510 -1.71258
C 3.49847 0.50946 -0.76807
C 2.61502 0.26022 0.27567
C 1.44216 0.98617 0.37917
C 1.12857 1.99825 -0.54136
C 0.01363 2.94178 -0.29253
O 0.10513 4.12371 -0.50383
O -1.17977 2.50273 0.17190
C -1.51802 1.21617 0.48528
C -2.81246 0.83549 0.18729
C -3.28064 -0.42835 0.53251
C -2.43301 -1.32080 1.23892
C -1.10244 -0.94459 1.51022
C -0.66369 0.32446 1.13643
O 0.63481 0.69305 1.45378
C -0.10362 -1.82476 2.19862
H 0.88381 -1.61515 1.78601
H -0.33342 -2.87259 2.03193
C -0.06851 -1.52370 3.70359
C 0.99334 -2.33481 4.44326
C 0.67793 -3.82714 4.51727
C 1.69734 -4.57280 5.37022
H 1.70286 -4.18448 6.38641
H 2.69691 -4.45840 4.95645
H 1.46267 -5.63402 5.41032
H -0.31922 -3.96048 4.94224
H 0.67218 -4.25566 3.51402
H 1.07427 -1.94631 5.46131
H 1.96260 -2.19227 3.96017
H 0.14219 -0.46039 3.83161
H -1.04964 -1.73014 4.13314
C -3.03538 -2.58957 1.66623
O -4.10628 -3.00340 1.24366
O -2.38757 -3.28868 2.59724
H -2.90112 -4.08297 2.81855
O -4.52963 -0.72090 0.17942
H -4.72935 -1.64975 0.44805
H -3.47173 1.51978 -0.31972
H 2.85409 -0.48817 1.01268
O 4.63308 -0.21600 -0.83599
H 5.14762 0.04164 -1.61210
H 3.83349 1.64527 -2.55303
H 0.80988 3.75668 -2.54093
H 2.55899 3.91864 -2.75940
H 0.42692 1.68965 -5.56560
H -0.18079 3.15306 -4.76617
H 1.06043 0.13027 -2.89988
H 0.27079 -0.54730 -4.32000
H -1.10529 -0.28753 -1.61306
H -1.68551 -1.18233 -3.01155
H 0.27733 -2.73228 -2.80732
H 0.82719 -1.82856 -1.39541
H -0.69840 -2.71398 -1.33565